97
Properties=species:S:1:pos:R:3:lowdin_spin:R:1 method="wB97M-V/def2-TZVPD" orbital_gap_ev="7.81 / 8.35" total_charge=+1 mol_weight_g_mol=815.7 s2=0.76 e_above_lowest_kj_mol=44.88 lumo_ev="-2.2 / -2.2" spin_multiplicity=2
Ti 0.7563 0.6927 -2.0306 0.94
C -1.2082 4.6156 -2.4108 0.00
C -0.9291 3.4607 -1.4984 0.02
N 0.1688 2.8052 -1.4853 -0.01
N 1.0744 3.1006 -2.5026 -0.01
C 2.3389 2.7936 -2.2126 0.00
N 3.2681 3.2638 -3.0535 0.00
S 2.7990 1.7307 -0.9373 0.00
C -2.0115 3.0206 -0.5757 0.00
C -3.2728 2.7414 -1.0997 0.00
C -4.2795 2.3511 -0.2346 0.00
C -3.9985 2.2766 1.1227 0.00
C -2.7143 2.5940 1.5450 0.00
N -1.7350 2.9461 0.7188 0.00
H -0.2831 5.1025 -2.7020 0.00
H -1.8790 5.3255 -1.9295 0.00
H -1.6972 4.2583 -3.3221 0.00
H 2.9771 3.8151 -3.8440 0.00
H 4.1877 2.8608 -3.0402 0.00
H -3.4522 2.8358 -2.1639 0.00
H -5.2726 2.1308 -0.6068 0.00
H -4.7592 2.0030 1.8419 0.00
H -2.4576 2.5747 2.5997 0.00
C 3.1595 -0.5335 1.9850 0.00
N 1.8536 -0.5442 1.3164 0.00
P 1.5918 -1.1627 -0.2552 0.00
C 3.1179 -2.0592 -0.6872 0.00
C 4.0043 -1.5150 -1.6132 0.00
C 5.1638 -2.1981 -1.9548 0.00
C 5.4465 -3.4222 -1.3709 0.00
C 4.5669 -3.9718 -0.4465 0.00
C 3.4057 -3.2978 -0.1098 0.00
C 0.4433 -2.5749 0.0014 0.00
C 0.1938 -3.0905 1.2680 0.00
C -0.6969 -4.1429 1.4452 0.00
C -1.3389 -4.7001 0.3508 0.00
C -1.0771 -4.2071 -0.9234 0.00
C -0.1972 -3.1507 -1.0991 0.00
P 0.4978 0.4079 1.8250 0.01
C 1.2381 1.8468 2.6772 0.00
C 1.3532 3.0235 1.9385 0.00
C 1.9156 4.1582 2.5041 0.00
C 2.3600 4.1326 3.8175 0.00
C 2.2354 2.9706 4.5669 0.00
C 1.6743 1.8357 4.0024 0.00
C -0.2383 -0.5162 3.2367 0.00
C 0.4622 -1.3004 4.1563 0.00
C -0.2055 -1.9996 5.1495 0.00
C -1.5892 -1.9252 5.2491 0.00
C -2.2999 -1.1547 4.3425 0.00
C -1.6260 -0.4675 3.3415 0.00
H 3.9189 -0.9453 1.3261 0.00
H 3.1586 -1.1287 2.8987 0.00
H 3.4453 0.4892 2.2332 0.00
H 3.7923 -0.5537 -2.0598 0.00
H 5.8451 -1.7702 -2.6784 0.00
H 6.3513 -3.9530 -1.6371 0.00
H 4.7839 -4.9302 0.0067 0.00
H 2.7177 -3.7391 0.6002 0.00
H 0.6970 -2.6688 2.1255 0.00
H -0.8800 -4.5244 2.4418 0.00
H -2.0283 -5.5236 0.4858 0.00
H -1.5537 -4.6560 -1.7864 0.00
H 0.0032 -2.7819 -2.0963 0.00
H 0.9888 3.0465 0.9240 0.00
H 2.0002 5.0651 1.9190 0.00
H 2.7965 5.0181 4.2613 0.00
H 2.5709 2.9493 5.5957 0.00
H 1.5694 0.9467 4.6080 0.00
H 1.5379 -1.3798 4.0954 0.00
H 0.3545 -2.6033 5.8524 0.00
H -2.1085 -2.4697 6.0265 0.00
H -3.3791 -1.0984 4.4089 0.00
H -2.1875 0.1107 2.6156 0.00
C -3.0589 -1.4904 0.1093 0.00
N -3.1616 -1.1496 -1.3024 0.00
C -4.4693 -1.3413 -1.9158 0.00
C -2.1367 -0.5286 -1.9178 0.00
N -1.1105 -0.0377 -1.3117 0.00
N -2.2231 -0.4775 -3.3055 0.00
C -1.5345 0.3862 -4.1355 0.00
N -1.9306 0.3369 -5.4350 0.00
N -0.6466 1.1918 -3.6761 0.00
H -3.6829 -2.3609 0.3025 0.00
H -3.3943 -0.6621 0.7403 0.00
H -2.0349 -1.7578 0.3680 0.00
H -5.2341 -1.1838 -1.1567 0.00
H -4.5879 -2.3540 -2.3108 0.00
H -4.6441 -0.6156 -2.7070 0.00
H -1.1875 -0.0190 -0.2972 0.00
H -2.7861 -1.1831 -3.7465 0.00
H -2.5557 -0.3811 -5.7568 0.00
H -1.3048 0.7112 -6.1276 0.00
H -0.2539 1.8089 -4.3782 0.00
O 0.7639 -1.1486 -3.2917 0.00
N 1.6401 -0.7402 -4.0912 0.03
O 2.1044 0.3568 -3.7156 0.00